ORCA calculation (wB97M-V/def2-TZVPD) on a cluster of 10 separate species, C10H41N9O11 in total in a non-equilibrium geometry.

* LUMO: 0.003 Eh
* HOMO energy: -0.3167 Eh
* energy above the lowest of the compared OMol25 structures with the same formula, charge and spin: 0.0 kcal per mole
* Kohn-Sham gap: 0.3194 Eh
* largest force on an atom: 0.129 hartree/bohr
* 2S+1: 1
* net charge: 0

Last columns: bonded neighbours and bond lengths (Å).
Geometry (Å):
1 O -10.5275 20.4229 -23.9496  H39 0.957, H68 0.957
2 O -7.6968 15.7350 -21.3278  H41 0.957, H54 0.957
3 O -6.4320 19.7128 -26.8296  H44 0.957, H62 0.957
4 O -4.4972 19.8083 -18.6165  C24 1.437, C25 1.396
5 O -2.2930 19.9549 -23.6757  H34 0.957, H35 0.957
6 O -7.1125 23.1947 -22.0542  C28 1.226
7 O -4.4590 17.3406 -23.0804  H56 0.957, H67 0.957
8 O -6.1874 21.1003 -15.0530  C27 1.472, C29 1.429
9 O -8.3896 19.7007 -22.3706  C23 1.226
10 O -12.2022 15.8326 -24.4272  C30 1.226
11 O -7.7285 17.8502 -19.3122  C21 1.236
12 N -9.2185 18.2898 -17.6392  C21 1.278, H32 1.010, H42 1.010
13 N -12.7174 17.9772 -24.1691  C30 1.282, H60 1.010, H71 1.010
14 N -10.6553 17.4257 -24.1526  C30 1.307, H49 1.010, H64 1.010
15 N -9.4427 19.2404 -19.5170  C21 1.319, H58 1.010, H63 1.010
16 N -6.3991 20.1846 -23.2232  C23 1.296, H52 1.010, H57 1.010
17 N -7.2544 18.2478 -23.5742  C23 1.276, H43 1.010, H51 1.010
18 N -8.9630 22.4878 -20.9952  C28 1.294, H47 1.010, H66 1.010
19 N -8.1035 24.3036 -20.4098  C28 1.276, H36 1.010, H61 1.010
20 N -4.9853 22.5302 -17.7057  C22 1.459, C26 1.398, H40 1.010
21 C -8.7253 18.3849 -18.8139  O11 1.236, N12 1.278, N15 1.319
22 C -5.1533 22.2046 -19.1176  N20 1.459, C25 1.528, H33 1.090, H46 1.090
23 C -7.4210 19.4042 -23.0615  O9 1.226, N16 1.296, N17 1.276
24 C -3.1229 19.5992 -18.9786  O4 1.437, H53 1.090, H59 1.090, H69 1.090
25 C -5.2598 20.7014 -19.3713  O4 1.396, C22 1.528, H37 1.090, H50 1.090
26 C -6.0997 22.7496 -16.8904  N20 1.398, C29 1.579, H45 1.090, H65 1.090
27 C -5.3309 20.0121 -15.5512  O8 1.472, H48 1.090, H55 1.090, H70 1.090
28 C -8.0123 23.3333 -21.2338  O6 1.226, N18 1.294, N19 1.276
29 C -5.8778 22.4623 -15.3540  O8 1.429, C26 1.579, H31 1.090, H38 1.090
30 C -11.8864 17.0095 -24.2945  O10 1.226, N13 1.282, N14 1.307
31 H -6.5800 23.0032 -14.7197  C29 1.090
32 H -10.0756 18.7921 -17.4576  N12 1.010
33 H -4.2328 22.5762 -19.5679  C22 1.090
34 H -2.7788 19.3446 -23.1210  O5 0.957
35 H -1.3783 19.8355 -23.4203  O5 0.957
36 H -8.7041 24.3402 -19.5986  N19 1.010
37 H -6.3277 20.5228 -19.2458  C25 1.090
38 H -4.8585 22.6719 -15.0295  C29 1.090
39 H -9.8907 20.1665 -23.2825  O1 0.957
40 H -4.5437 21.6455 -17.4996  N20 1.010
41 H -8.4227 15.2418 -20.9454  O2 0.957
42 H -8.6481 17.7547 -17.0000  N12 1.010
43 H -6.3147 18.0113 -23.8589  N17 1.010
44 H -6.1151 20.4881 -27.2929  O3 0.957
45 H -6.9261 22.1702 -17.3020  C26 1.090
46 H -5.8652 22.5809 -19.8523  C22 1.090
47 H -9.0316 21.5990 -21.4701  N18 1.010
48 H -4.3074 20.3783 -15.6318  C27 1.090
49 H -10.4005 18.3966 -24.0403  N14 1.010
50 H -5.1627 20.4944 -20.4370  C25 1.090
51 H -7.8772 17.4632 -23.4452  N17 1.010
52 H -6.4045 21.1196 -22.8414  N16 1.010
53 H -2.5127 19.7229 -18.0839  C24 1.090
54 H -7.6288 16.5209 -20.7857  O2 0.957
55 H -5.7341 19.7199 -16.5208  C27 1.090
56 H -4.8494 16.4987 -23.3151  O7 0.957
57 H -5.6041 19.8962 -23.7754  N16 1.010
58 H -10.2639 19.7243 -19.1829  N15 1.010
59 H -2.9681 18.6128 -19.4159  C24 1.090
60 H -13.6968 17.8520 -24.3817  N13 1.010
61 H -7.3424 24.9669 -20.4397  N19 1.010
62 H -7.1112 20.0449 -26.2425  O3 0.957
63 H -9.1556 19.3452 -20.4797  N15 1.010
64 H -10.0001 16.6638 -24.2545  N14 1.010
65 H -6.6134 23.7102 -16.9278  C26 1.090
66 H -9.5095 22.5762 -20.1505  N18 1.010
67 H -4.5004 17.3660 -22.1244  O7 0.957
68 H -10.2929 21.3241 -24.1714  O1 0.957
69 H -2.7727 20.2689 -19.7641  C24 1.090
70 H -5.4231 19.1661 -14.8701  C27 1.090
71 H -12.3363 18.9121 -24.1992  N13 1.010

Atom charges from the Löwdin analysis, given in e for atoms 1 to 5: -0.055, -0.065, -0.053, -0.205, -0.051